[1]
C7H10F5LuNOTe | the ωB97M-V functional and the def2-TZVPD basis

The value obtained for the total energy is -65459.669 eV. The energy above the lowest of the compared OMol25 structures with the same formula, charge and spin comes out at 0.524 eV. As for the gap between HOMO and LUMO (spin up / spin down): 4.94 / 7.90 eV. The calculation puts the HOMO energy (spin up / spin down) at -0.1219 / -0.1789 Eh. Its strongest force on any atom is 0.085 hartree/bohr.

The geometry in ORCA input format:
```
! RIJCOSX wB97M-V def2-TZVPD def2/J DEFGRID3
* xyz -1 1
C -0.81 0.27 -2.20
C -1.96 0.27 -1.36
C -2.16 -1.10 -0.88
C -1.14 -1.91 -1.45
C -0.28 -1.04 -2.26
Lu -0.01 -0.19 -0.05
N 1.08 1.57 -0.63
C 0.20 2.77 0.15
C -0.96 2.22 1.02
H -3.01 -1.49 -0.28
H -2.68 1.07 -1.24
H -0.98 -3.00 -1.29
H 0.60 -1.40 -2.80
H -0.48 1.09 -2.80
H -2.07 2.34 0.66
H -0.20 3.80 -0.42
H 1.94 1.83 -1.13
H -0.78 1.76 2.06
H 1.19 2.93 0.59
F 1.19 0.06 1.84
Te 1.77 -1.91 2.09
F 2.46 -3.70 2.54
F 0.71 -1.67 3.57
F 2.89 -1.64 0.48
F 3.15 -0.81 2.80
O 0.36 -2.12 0.97
*
```


[2]
C11H10Br4N2OP | the ωB97M-V functional and the def2-TZVPD basis

The value obtained for the total energy is -306053.524 eV. As for the gap between HOMO and LUMO: 5.95 eV. The calculation puts the HOMO energy at -0.1793 Eh. Its strongest force on any atom is 0.117 hartree/bohr.

The geometry in ORCA input format:
```
! RIJCOSX wB97M-V def2-TZVPD def2/J DEFGRID3
* xyz -1 1
C 3.82 -1.89 0.98
C 3.17 -1.58 -0.49
Br 4.35 -2.43 -1.85
C 3.03 0.04 -0.66
Br 3.70 0.73 -2.40
C 1.46 0.36 -0.40
C 1.07 0.67 1.12
C -0.42 0.94 1.39
C -1.53 0.93 0.26
N -2.88 1.15 0.67
C -3.81 1.08 -0.41
P -5.65 1.33 0.03
O -5.78 0.69 1.64
Br -6.98 -0.02 -1.22
C -3.36 0.83 -1.88
N -2.03 0.60 -2.34
C -1.14 0.64 -1.22
C 0.39 0.37 -1.51
H 4.92 -1.57 0.94
H 3.23 -1.28 1.77
H 3.72 -3.01 1.20
H 2.12 -2.05 -0.45
H 3.60 0.61 0.17
H 1.85 0.67 2.00
H -0.77 1.17 2.46
H -4.97 0.17 1.86
H -4.20 0.79 -2.68
H 0.70 0.16 -2.60
Br 2.39 -0.10 3.64
*
```